(1)
{
  "formula": "C37H31BrN3O5S2W",
  "method": "ωB97M-V with the def2-TZVPD basis set",
  "elements": ["W", "C", "C", "N", "N", "C", "S", "S", "C", "C", "C", "C", "C", "C", "C", "C", "C", "C", "C", "C", "C", "O", "H", "H", "H", "H", "H", "H", "H", "H", "H", "H", "H", "H", "H", "H", "C", "O", "C", "C", "C", "C", "C", "C", "N", "C", "C", "C", "C", "C", "C", "C", "O", "H", "H", "H", "H", "H", "H", "H", "H", "H", "H", "H", "H", "H", "Br", "C", "C", "C", "C", "C", "C", "C", "O", "O", "H", "H", "H", "H"],
  "coordinates": [[-0.887, 0.022, -0.546], [-4.700, 0.399, 1.647], [-3.834, 0.071, 0.479], [-2.564, 0.244, 0.527], [-1.785, 0.668, 1.596], [-1.050, 1.730, 1.284], [-0.991, 2.456, -0.303], [0.019, 2.372, 2.483], [-0.455, 1.421, 3.953], [-1.859, 1.659, 4.458], [-2.442, 2.922, 4.454], [-3.724, 3.105, 4.954], [-4.434, 2.029, 5.470], [-3.855, 0.768, 5.480], [-2.577, 0.585, 4.972], [-4.340, -0.420, -0.795], [-5.693, -0.775, -0.907], [-6.230, -1.209, -2.096], [-5.411, -1.279, -3.223], [-4.082, -0.924, -3.149], [-3.513, -0.500, -1.945], [-2.221, -0.152, -1.983], [-4.106, 0.790, 2.471], [-5.225, -0.496, 1.985], [-5.453, 1.134, 1.359], [0.285, 1.726, 4.697], [-0.294, 0.365, 3.742], [-1.896, 3.768, 4.055], [-4.165, 4.093, 4.946], [-5.430, 2.174, 5.865], [-4.399, -0.076, 5.883], [-2.134, -0.404, 4.969], [-6.326, -0.708, -0.033], [-7.273, -1.485, -2.155], [-5.821, -1.609, -4.169], [-3.443, -0.957, -4.021], [6.158, 2.826, -3.898], [5.097, 2.169, -3.207], [4.737, 2.654, -1.993], [5.414, 3.667, -1.324], [4.965, 4.114, -0.089], [3.835, 3.566, 0.496], [3.156, 2.559, -0.164], [3.602, 2.096, -1.394], [2.819, 1.081, -2.004], [3.146, 0.191, -2.892], [2.258, -0.819, -3.371], [2.756, -1.727, -4.326], [1.973, -2.745, -4.805], [0.664, -2.878, -4.329], [0.142, -2.007, -3.396], [0.928, -0.963, -2.904], [0.466, -0.091, -2.020], [6.233, 2.335, -4.863], [7.100, 2.717, -3.360], [5.930, 3.883, -4.041], [6.292, 4.114, -1.764], [5.508, 4.904, 0.412], [3.480, 3.920, 1.453], [2.265, 2.118, 0.272], [1.855, 1.000, -1.670], [4.157, 0.222, -3.273], [3.774, -1.607, -4.675], [2.359, -3.438, -5.538], [0.043, -3.683, -4.702], [-0.872, -2.107, -3.033], [0.898, -7.111, 1.145], [1.455, -5.330, 1.437], [2.586, -5.083, 2.203], [2.999, -3.774, 2.416], [2.288, -2.721, 1.868], [1.155, -2.986, 1.104], [0.731, -4.293, 0.883], [0.395, -1.879, 0.514], [-0.652, -2.076, -0.186], [0.748, -0.658, 0.664], [3.139, -5.909, 2.629], [3.880, -3.584, 3.013], [2.597, -1.696, 2.023], [-0.150, -4.482, 0.287]],
  "forces_ev_per_angstrom": [[-0.2, -0.2, 0.0], [0.0, 0.0, 0.0], [0.0, 0.1, -0.1], [0.0, 0.0, 0.1], [-0.1, 0.0, 0.1], [0.0, 0.2, 0.0], [0.1, 0.1, 0.1], [0.0, 0.0, 0.0], [0.0, 0.0, 0.0], [0.0, 0.0, 0.0], [0.0, 0.0, 0.0], [0.0, 0.0, 0.0], [0.0, 0.0, 0.0], [0.0, 0.0, 0.0], [0.0, 0.0, 0.0], [0.0, 0.0, 0.0], [0.0, 0.0, 0.0], [0.0, 0.0, 0.0], [0.0, 0.0, 0.0], [0.0, 0.0, 0.0], [0.0, 0.0, 0.0], [-0.1, 0.0, -0.1], [0.0, 0.0, 0.0], [0.0, 0.0, 0.0], [0.0, 0.0, 0.0], [0.0, 0.0, 0.0], [0.0, 0.0, 0.0], [0.0, 0.0, 0.0], [0.0, 0.0, 0.0], [0.0, 0.0, 0.0], [0.0, 0.0, 0.0], [0.0, 0.0, 0.0], [0.0, 0.0, 0.0], [0.0, 0.0, 0.0], [0.0, 0.0, 0.0], [0.0, 0.0, 0.0], [0.0, 0.0, 0.0], [0.0, 0.0, 0.0], [0.0, 0.0, 0.0], [0.0, 0.0, 0.0], [0.0, 0.0, 0.0], [0.0, 0.0, 0.0], [0.0, 0.0, 0.0], [0.0, 0.0, 0.0], [0.0, 0.0, 0.0], [0.0, 0.0, 0.0], [0.0, 0.0, 0.0], [0.0, 0.0, 0.0], [0.0, 0.0, 0.0], [0.0, 0.0, 0.0], [0.0, 0.0, 0.0], [0.0, 0.1, 0.1], [0.1, 0.0, -0.1], [0.0, 0.0, 0.0], [0.0, 0.0, 0.0], [0.0, 0.0, 0.0], [0.0, 0.0, 0.0], [0.0, 0.0, 0.0], [0.0, 0.0, 0.0], [0.0, 0.0, 0.0], [0.0, 0.0, 0.0], [0.0, 0.0, 0.0], [0.0, 0.0, 0.0], [0.0, 0.0, 0.0], [0.0, 0.0, 0.0], [0.0, 0.0, 0.0], [0.0, 0.0, 0.0], [0.0, 0.0, 0.0], [0.0, 0.0, 0.0], [0.0, 0.0, 0.0], [0.0, 0.0, 0.0], [0.0, 0.0, 0.0], [0.0, 0.0, 0.0], [0.0, 0.0, -0.1], [0.1, -0.1, 0.0], [0.1, 0.0, 0.0], [0.0, 0.0, 0.0], [0.0, 0.0, 0.0], [0.0, 0.0, 0.0], [0.0, 0.0, 0.0]],
  "e_above_lowest_ev": 0.3757,
  "fmax_ha_per_bohr": 0.005,
  "homo_ev": [-9.66, -10.87],
  "multiplicity": 3,
  "e_tot_ha": -5406.38852,
  "gap_ev": [6.38, 7.31],
  "charge": 1
}



(2)
{
  "formula": "C37H31ClIIrN4O2PS",
  "method": "ωB97M-V with the def2-TZVPD basis set",
  "elements": ["Ir", "C", "C", "N", "C", "C", "C", "O", "C", "C", "N", "C", "C", "C", "C", "C", "C", "I", "C", "O", "H", "H", "H", "H", "H", "H", "H", "H", "H", "H", "H", "H", "Cl", "C", "C", "C", "C", "C", "C", "P", "C", "C", "C", "C", "C", "C", "C", "C", "C", "C", "C", "C", "H", "H", "H", "H", "H", "H", "H", "H", "H", "H", "H", "H", "H", "H", "C", "C", "C", "C", "N", "C", "S", "N", "H", "H", "H", "H", "H"],
  "coordinates": [[-1.088, 0.068, 0.425], [-1.572, 3.182, -2.860], [-1.262, 3.761, -1.508], [-1.261, 5.059, -1.345], [-1.075, 5.581, -0.099], [-1.028, 4.819, 1.026], [-0.881, 5.460, 2.382], [0.211, 4.926, 3.136], [-1.020, 3.401, 0.869], [-1.101, 2.585, 2.042], [-1.011, 1.300, 2.141], [-1.140, 0.744, 3.465], [-0.778, 1.475, 4.595], [-0.926, 0.953, 5.868], [-1.422, -0.330, 6.051], [-1.735, -1.096, 4.939], [-1.578, -0.554, 3.672], [-1.926, -1.826, 2.054], [-0.993, 2.874, -0.412], [-0.719, 1.623, -0.709], [-1.513, 3.966, -3.612], [-2.587, 2.776, -2.856], [-0.905, 2.361, -3.110], [-1.002, 6.662, -0.045], [-1.765, 5.292, 2.999], [-0.782, 6.539, 2.255], [1.032, 5.165, 2.691], [-1.351, 3.118, 2.952], [-0.338, 2.460, 4.478], [-0.638, 1.554, 6.721], [-1.535, -0.747, 7.043], [-2.084, -2.114, 5.058], [1.492, -0.858, 3.102], [2.700, -0.186, 2.057], [3.888, 0.187, 2.659], [4.938, 0.648, 1.882], [4.798, 0.717, 0.508], [3.601, 0.346, -0.086], [2.512, -0.099, 0.672], [0.984, -0.612, -0.205], [1.292, -0.111, -1.915], [1.553, 1.226, -2.230], [1.769, 1.600, -3.544], [1.742, 0.643, -4.555], [1.511, -0.686, -4.246], [1.275, -1.065, -2.930], [1.036, -2.416, -0.156], [-0.056, -3.123, -0.653], [-0.092, -4.505, -0.568], [0.962, -5.189, 0.031], [2.051, -4.489, 0.525], [2.093, -3.103, 0.434], [3.991, 0.097, 3.733], [5.868, 0.940, 2.354], [5.619, 1.055, -0.110], [3.514, 0.403, -1.161], [1.614, 1.968, -1.447], [1.958, 2.638, -3.783], [1.907, 0.939, -5.583], [1.526, -1.437, -5.027], [1.088, -2.104, -2.698], [-0.866, -2.584, -1.120], [-0.944, -5.048, -0.958], [0.932, -6.268, 0.112], [2.874, -5.018, 0.987], [2.951, -2.568, 0.821], [-1.510, -3.718, -4.363], [-2.445, -3.359, -3.248], [-3.447, -4.218, -2.814], [-4.220, -3.800, -1.752], [-4.047, -2.614, -1.157], [-3.080, -1.856, -1.666], [-2.885, -0.214, -0.990], [-2.264, -2.169, -2.666], [-1.990, -4.372, -5.089], [-0.641, -4.247, -3.960], [-1.157, -2.814, -4.854], [-3.614, -5.173, -3.293], [-5.011, -4.424, -1.353]],
  "forces_ev_per_angstrom": [[-1.0, -0.2, 0.7], [0.0, 0.1, 0.1], [0.2, 0.0, -0.2], [0.0, 0.1, 0.3], [-0.1, 0.0, -0.5], [0.1, -0.2, 0.2], [0.0, -0.1, 0.1], [-0.1, 0.0, -0.1], [0.0, 0.1, 0.4], [-0.1, 0.2, 0.1], [0.7, -0.8, 0.5], [0.0, 0.2, -0.1], [0.1, 0.2, 0.1], [0.0, 0.0, 0.0], [0.0, 0.0, -0.1], [0.0, 0.1, 0.1], [-0.2, -0.3, 0.0], [0.2, 0.1, -0.2], [0.3, -0.4, -0.3], [-0.7, 1.2, -0.7], [0.0, 0.0, 0.0], [0.0, 0.0, 0.0], [0.0, 0.0, 0.0], [-0.1, 0.0, 0.0], [0.0, 0.0, 0.0], [0.0, 0.0, 0.0], [0.0, 0.0, 0.0], [0.1, 0.0, 0.0], [0.0, 0.0, 0.0], [0.0, 0.0, 0.0], [0.0, 0.0, 0.0], [0.0, 0.0, 0.0], [0.0, -0.1, -0.1], [0.0, -0.1, -0.1], [0.1, 0.0, 0.0], [0.0, 0.0, 0.1], [0.0, 0.0, -0.1], [0.0, 0.1, 0.0], [-0.1, 0.2, 0.1], [-0.2, 0.0, 0.3], [-0.1, -0.1, -0.1], [0.0, -0.1, -0.1], [0.0, 0.0, 0.0], [0.0, 0.0, 0.0], [0.0, 0.0, 0.0], [0.0, 0.0, 0.1], [0.0, -0.1, 0.3], [0.1, -0.2, 0.1], [0.0, 0.0, 0.0], [0.0, 0.0, 0.0], [0.0, 0.0, 0.0], [0.0, 0.0, -0.1], [0.0, 0.0, 0.0], [0.0, 0.0, 0.0], [0.0, 0.0, 0.0], [0.1, 0.0, 0.1], [-0.1, 0.0, 0.0], [0.0, 0.0, 0.0], [0.0, 0.0, 0.0], [-0.1, 0.0, 0.0], [0.0, 0.0, 0.0], [0.1, 0.0, 0.0], [0.0, 0.0, 0.0], [0.0, 0.0, 0.0], [0.0, 0.0, 0.0], [0.0, 0.0, 0.0], [0.0, 0.0, 0.1], [0.1, 0.1, -0.1], [0.0, -0.1, 0.0], [-0.1, 0.1, 0.2], [0.1, -0.1, -0.1], [-0.5, -0.1, 0.4], [1.1, -0.3, -0.9], [-0.2, 0.0, -0.1], [0.0, 0.0, 0.0], [0.0, 0.0, 0.0], [0.0, 0.0, 0.0], [0.0, 0.0, 0.0], [0.0, 0.0, 0.0]],
  "e_above_lowest_ev": 2.2367,
  "fmax_ha_per_bohr": 0.030,
  "homo_ev": [-10.48, -10.48],
  "e_tot_ha": -3399.63893,
  "gap_ev": [6.42, 6.42],
  "charge": 1
}



(3)
{
  "formula": "C37H31ClIN2O17P",
  "method": "ωB97M-V with the def2-TZVPD basis set",
  "elements": ["O", "P", "I", "N", "C", "C", "C", "C", "C", "C", "N", "C", "C", "C", "Cl", "C", "C", "C", "C", "H", "H", "H", "H", "H", "H", "H", "H", "H", "H", "H", "H", "H", "H", "H", "C", "C", "C", "O", "C", "C", "C", "O", "O", "O", "H", "H", "H", "H", "C", "C", "C", "O", "C", "C", "C", "O", "O", "O", "H", "H", "H", "H", "C", "C", "C", "O", "C", "C", "C", "O", "O", "O", "H", "H", "H", "H", "C", "C", "C", "O", "C", "C", "C", "O", "O", "O", "H", "H", "H", "H"],
  "coordinates": [[-3.299, 0.239, 6.338], [-3.342, -0.265, 4.807], [-2.199, -2.428, 4.959], [-2.141, 0.857, 3.952], [-1.916, 2.104, 4.366], [-1.037, 2.922, 3.740], [-0.352, 2.446, 2.647], [0.638, 3.250, 1.895], [1.980, 3.127, 2.161], [2.876, 3.843, 1.437], [2.492, 4.667, 0.456], [3.518, 5.385, -0.328], [3.835, 4.681, -1.669], [3.624, 3.179, -1.679], [4.844, 2.317, -0.714], [1.185, 4.807, 0.208], [0.253, 4.117, 0.899], [-0.608, 1.164, 2.199], [-1.502, 0.395, 2.867], [-2.634, -0.271, 6.831], [-2.453, 2.432, 5.243], [-0.875, 3.926, 4.094], [2.335, 2.469, 2.934], [3.931, 3.733, 1.627], [3.199, 6.400, -0.538], [4.417, 5.406, 0.275], [3.257, 5.089, -2.494], [4.883, 4.881, -1.881], [2.619, 2.903, -1.375], [3.722, 2.829, -2.700], [0.890, 5.494, -0.571], [-0.785, 4.262, 0.651], [-0.093, 0.756, 1.345], [-1.709, -0.603, 2.517], [8.172, -1.989, -1.691], [7.429, -1.078, -1.055], [7.995, -0.191, 0.014], [7.242, 0.628, 0.524], [9.385, -0.351, 0.382], [10.139, -1.267, -0.248], [9.579, -2.140, -1.340], [10.324, -2.933, -1.876], [11.413, -1.464, 0.040], [6.136, -0.870, -1.309], [7.773, -2.630, -2.464], [9.777, 0.283, 1.164], [11.727, -2.173, -0.556], [5.888, -0.159, -0.689], [-1.339, -1.692, -1.820], [-1.960, -2.383, -2.795], [-2.802, -3.595, -2.487], [-3.346, -4.146, -3.417], [-2.907, -4.030, -1.102], [-2.278, -3.340, -0.145], [-1.468, -2.116, -0.450], [-0.952, -1.521, 0.496], [-2.325, -3.682, 1.145], [-1.879, -2.054, -4.066], [-0.736, -0.820, -2.027], [-3.497, -4.911, -0.892], [-1.770, -3.034, 1.614], [-2.408, -2.710, -4.567], [-6.276, 5.421, 5.767], [-6.623, 6.096, 4.658], [-6.509, 5.479, 3.290], [-6.848, 6.134, 2.328], [-5.985, 4.117, 3.186], [-5.646, 3.459, 4.295], [-5.778, 4.066, 5.659], [-5.440, 3.376, 6.607], [-5.159, 2.207, 4.293], [-7.083, 7.335, 4.690], [-6.352, 5.852, 6.755], [-5.896, 3.685, 2.199], [-5.038, 1.993, 5.242], [-7.267, 7.594, 3.766], [-2.836, -6.669, -5.198], [-2.537, -6.237, -6.427], [-2.333, -7.184, -7.575], [-2.080, -6.706, -8.664], [-2.444, -8.610, -7.318], [-2.740, -9.046, -6.085], [-2.967, -8.095, -4.943], [-3.248, -8.558, -3.854], [-2.853, -10.335, -5.785], [-2.397, -4.944, -6.729], [-2.985, -5.994, -4.371], [-2.280, -9.284, -8.146], [-3.075, -10.378, -4.836], [-2.187, -4.918, -7.683]],
  "forces_ev_per_angstrom": [[0.7, -0.2, -0.6], [-1.6, -0.7, -0.1], [0.2, 0.5, -0.1], [0.9, -0.4, 0.2], [-0.9, -0.2, 1.1], [0.5, 0.9, -0.3], [0.2, -0.1, -0.6], [-0.2, -0.2, 0.5], [-0.2, -0.6, 0.6], [1.0, 0.1, -0.2], [0.0, 0.2, 0.4], [0.4, -0.3, -0.8], [0.0, -0.3, 0.3], [0.1, 0.1, -0.6], [-0.1, 0.1, 0.3], [0.4, 0.8, -1.0], [-1.1, -0.2, 0.1], [0.6, 0.2, -0.5], [-0.5, -0.6, 0.0], [-0.1, 0.3, 0.5], [-0.1, 0.0, 0.1], [-0.1, 0.1, 0.2], [0.1, -0.1, 0.1], [0.1, 0.2, -0.2], [-0.2, 0.1, 0.3], [0.0, 0.1, 0.2], [-0.2, 0.2, 0.0], [0.1, 0.1, -0.1], [0.0, -0.2, 0.3], [0.1, -0.1, -0.1], [0.2, 0.1, -0.1], [-0.2, 0.0, 0.0], [-0.1, -0.2, -0.1], [-0.1, -0.2, 0.1], [0.1, -0.1, -0.1], [-0.1, -0.2, -0.3], [0.5, 0.0, 0.2], [-0.2, 0.0, -0.1], [-0.2, 0.2, 0.1], [0.2, 0.2, 0.3], [-0.4, -0.1, -0.2], [0.2, 0.0, 0.1], [-0.2, -0.1, -0.2], [0.1, 0.1, 0.1], [0.0, 0.0, 0.0], [0.0, 0.0, 0.0], [0.1, 0.0, 0.0], [-0.1, 0.1, 0.0], [0.1, 0.1, 0.3], [0.2, 0.3, -0.2], [-0.1, -0.2, 0.4], [0.0, 0.2, -0.1], [-0.1, -0.1, -0.1], [-0.1, -0.3, 0.1], [0.1, 0.2, -0.4], [-0.1, 0.0, 0.3], [0.1, 0.2, 0.0], [-0.2, -0.2, 0.1], [0.0, 0.0, -0.1], [0.0, 0.0, 0.0], [0.0, -0.1, 0.0], [0.0, 0.0, -0.1], [0.1, -0.2, 0.1], [-0.1, 0.1, 0.3], [0.1, -0.3, -0.2], [0.0, 0.2, 0.1], [0.0, 0.0, -0.2], [0.0, -0.1, -0.4], [-0.2, 0.5, 0.2], [0.2, -0.3, -0.1], [0.2, 0.1, 0.2], [0.1, -0.2, -0.2], [0.0, 0.0, 0.0], [-0.1, 0.0, 0.0], [-0.3, 0.1, 0.2], [-0.1, 0.1, 0.0], [0.0, -0.1, 0.1], [-0.1, 0.2, 0.3], [0.0, -0.5, -0.1], [0.0, 0.2, 0.0], [0.0, 0.1, -0.1], [0.1, -0.2, -0.3], [0.0, 0.4, 0.0], [0.0, -0.2, 0.0], [0.0, 0.2, 0.2], [0.0, -0.1, -0.1], [-0.1, -0.1, 0.0], [0.0, 0.0, 0.0], [0.0, 0.0, 0.0], [0.0, 0.0, -0.1]],
  "fmax_ha_per_bohr": 0.035,
  "homo_ev": -11.92,
  "e_tot_ha": -3915.86380,
  "gap_ev": 5.13,
  "charge": 2
}